Below is 2 unconnected molecules or ions with the total composition C3H6N3S3 in a non-equilibrium geometry, with properties calculated with wB97M-V/def2-TZVPD.

Calculated values
Total charge ... -1
LUMO (spin up / spin down) ... 0.82 / 0.92 eV
HOMO level (spin up / spin down) ... -2.656 / -2.657 eV
Energy relative to the best compared isomer or geometry (same formula, charge and spin) ... 17.0 kcal/mol
Frontier orbital gap (spin up / spin down) ... 3.473 / 3.573 eV
2S+1 ... 1
F_max ... 0.0702 Eh/bohr

Geometry (Å):
C  -0.65035  -0.27925  1.28101
C  -1.98094  -0.86572  1.70071
C  -0.89435  1.04269  0.72702
N  -1.96367  1.34419  0.10408
N  -2.92827  -0.75277  0.55676
N  -2.95388  0.52766  -0.02039
S  -3.93811  -1.88242  0.04866
S  -4.21294  0.93418  -0.94979
S  3.93996  0.40202  -0.73872
H  0.18836  -0.26037  1.85377
H  -0.37807  -0.97403  0.46497
H  -1.85590  -1.88302  1.77301
H  -2.21932  -0.53485  2.67676
H  -0.17732  1.86801  0.75107
H  2.78228  0.20702  -0.29794

Below is a molecular structure, C36H55BIrN8O5S3 in a non-equilibrium geometry, with properties calculated with wB97M-V/def2-TZVPD.

Calculated values
Total charge ... +1
LUMO ... -1.84 eV
HOMO level ... -9.208 eV
Energy relative to the best compared isomer or geometry (same formula, charge and spin) ... 15.6 kcal/mol
Frontier orbital gap ... 7.367 eV
2S+1 ... 1
F_max ... 0.0309 Eh/bohr

Geometry (Å):
Ir  0.40703  -0.77524  0.65912
O  5.95030  -0.59649  0.55525
C  5.63969  -0.64722  1.86311
C  6.69842  -0.60758  2.77178
C  6.45793  -0.64157  4.12833
C  5.15527  -0.71806  4.62004
C  4.10706  -0.76951  3.72748
C  4.32329  -0.73802  2.34537
C  3.15288  -0.81002  1.45169
O  1.99038  -0.96520  1.98066
N  3.33209  -0.72258  0.16546
N  2.12563  -0.82686  -0.53450
C  2.29521  -0.87456  -1.81309
S  1.00341  -1.16822  -2.95829
C  2.12790  -1.64272  -4.29711
C  3.34598  -0.74784  -4.21243
S  3.90549  -0.74200  -2.48988
H  5.11311  -0.61935  0.04859
H  7.70320  -0.54613  2.37806
H  7.29331  -0.60872  4.81541
H  4.97077  -0.73514  5.68452
H  3.08556  -0.83351  4.07579
H  1.58731  -1.50872  -5.23354
H  2.40346  -2.69079  -4.18138
H  3.11207  0.27284  -4.51303
H  4.16723  -1.12717  -4.81916
C  -2.34541  2.80058  3.31249
N  -1.35178  2.87049  2.25450
C  -0.99156  4.22366  1.83115
C  0.31003  4.02482  1.06765
N  0.75837  2.74206  1.57472
C  2.04532  2.20633  1.20294
C  -0.27211  2.02488  2.08657
N  -0.17825  0.73269  2.31688
C  -1.25105  0.02863  2.99123
C  -0.76197  -1.34196  3.40147
N  -0.39803  -2.13907  2.22305
C  -0.17507  -3.41901  2.35615
N  0.35765  -4.24824  1.38363
C  1.31616  -3.87237  0.35498
C  0.64917  -5.55847  1.95566
C  -0.26186  -5.60820  3.15468
N  -0.44662  -4.19583  3.46145
C  -1.38000  -3.94580  4.55017
H  -2.96845  3.68930  3.22697
H  -1.89275  2.80042  4.30851
H  -2.99575  1.93906  3.20808
H  -0.85691  4.87681  2.69996
H  -1.78067  4.63754  1.20244
H  1.04541  4.79864  1.28706
H  0.15091  3.99103  -0.01551
H  2.74774  3.03719  1.14375
H  2.02540  1.69056  0.24219
H  2.37732  1.51478  1.97303
H  -2.12442  -0.07100  2.33013
H  -1.57324  0.52145  3.91007
H  -1.57420  -1.78010  3.97675
H  0.11582  -1.23532  4.04609
H  0.96383  -3.04910  -0.25110
H  1.43095  -4.73631  -0.30232
H  2.29196  -3.62207  0.78122
H  1.70482  -5.61866  2.24395
H  0.44241  -6.34583  1.23074
H  0.18015  -6.12712  4.00408
H  -1.22411  -6.07835  2.91847
H  -1.40749  -4.85113  5.15308
H  -2.39509  -3.75092  4.19373
H  -1.05350  -3.13792  5.19684
C  -2.08703  6.24715  -4.05799
C  -1.84926  4.81807  -4.56537
C  -2.98458  4.41955  -5.51877
C  -0.53657  4.79606  -5.34810
C  -1.82776  3.85408  -3.37807
C  -2.96145  3.74975  -2.56430
C  -3.03445  2.88269  -1.47609
C  -1.92181  2.11374  -1.22681
O  -1.71875  1.17133  -0.24008
B  -0.41971  0.69118  -0.44189
O  0.17544  1.35606  -1.52339
C  -0.78767  2.21853  -2.00438
C  -0.70737  3.07015  -3.08314
H  -2.02691  6.95504  -4.88604
H  -1.33598  6.52509  -3.31668
H  -3.07011  6.35267  -3.59900
H  -2.97789  5.06256  -6.40019
H  -3.96090  4.51256  -5.04333
H  -2.86711  3.38620  -5.84909
H  -0.60806  5.48540  -6.18973
H  -0.32350  3.80457  -5.75139
H  0.30781  5.11216  -4.73309
H  -3.82389  4.36602  -2.78057
H  -3.92229  2.81774  -0.86188
H  0.19758  3.11309  -3.66945
C  -2.42436  -5.31418  -1.04084
C  -2.22652  -3.90079  -1.57129
S  -2.02620  -2.74770  -0.20038
O  -0.94175  -1.78531  -0.69544
C  -3.55378  -1.80018  -0.32349
C  -3.67426  -0.98316  -1.60132
H  -2.42216  -6.02409  -1.86653
H  -3.37404  -5.41676  -0.51564
H  -1.62449  -5.58709  -0.35249
H  -3.05881  -3.57954  -2.19414
H  -1.30207  -3.79607  -2.14048
H  -3.52049  -1.15170  0.55427
H  -4.36266  -2.52292  -0.19193
H  -2.73066  -0.49329  -1.82847
H  -4.43163  -0.21158  -1.47273
H  -3.96096  -1.59487  -2.45607

Below is 2 unconnected molecules or ions with the total composition C2H6NO3, with properties calculated with wB97M-V/def2-TZVPD.

Calculated values
Total charge ... -1
LUMO ... 4.46 eV
HOMO level ... -4.747 eV
Energy relative to the best compared isomer or geometry (same formula, charge and spin) ... 8.8 kcal/mol
Frontier orbital gap ... 9.212 eV
2S+1 ... 1
F_max ... 0.0160 Eh/bohr

Geometry (Å):
O  -2.15576  -0.21396  0.29966
C  -1.73000  -0.71815  1.37282
O  -0.56622  -0.99463  1.70997
H  -2.50615  -0.83564  2.17869
N  1.78929  0.23617  -0.06767
C  0.89716  0.17926  -1.20381
O  -0.23808  1.00590  -1.12465
H  2.14420  1.17526  0.05148
H  1.27910  -0.04714  0.76148
H  1.46030  0.52441  -2.07638
H  0.57884  -0.86284  -1.31191
H  -0.95267  0.55138  -0.58968

Below is a molecular structure, C9H26LiNO10Sn in a non-equilibrium geometry, with properties calculated with wB97M-V/def2-TZVPD.

Calculated values
Total charge ... +2
LUMO ... -10.81 eV
HOMO level ... -13.676 eV
Frontier orbital gap ... 2.867 eV
2S+1 ... 1
F_max ... 0.0717 Eh/bohr

Geometry (Å):
Sn  -4.65126  0.23283  0.12765
Li  -1.17707  0.69500  2.49387
N  -0.80417  0.74530  -0.23199
O  -1.98575  0.98315  0.23199
O  0.03195  0.23281  0.53580
O  -0.61844  0.83951  -1.41830
C  -0.15949  -3.32426  2.92210
C  -0.04253  -2.17770  3.90227
C  1.20235  -2.22073  4.75001
O  0.00817  -0.92941  3.10776
H  -0.10701  -4.33195  3.32705
H  0.49721  -3.12077  2.07552
H  -1.18337  -3.32814  2.51156
H  -0.93848  -2.03453  4.50482
H  2.09791  -2.59990  4.24657
H  1.15252  -2.70840  5.72283
H  1.55327  -1.21807  5.02320
H  0.89127  -0.93773  2.70962
C  -1.88060  -2.50252  -0.45558
C  -2.62104  -2.48773  -1.76853
O  -3.20700  -1.18980  -1.95701
O  -2.74671  -1.95877  0.56683
H  -0.99551  -1.86896  -0.54090
H  -1.54452  -3.52362  -0.26413
H  -3.26469  -3.34963  -1.96649
H  -1.93844  -2.66786  -2.60738
H  -2.75086  -0.76474  -2.69391
H  -2.14190  -1.90548  1.32341
C  3.33080  0.90044  -0.69470
C  3.59140  -0.51616  -1.19962
O  4.30495  -0.55815  -2.41357
O  2.67405  0.87951  0.54004
H  2.91366  1.50232  -1.51627
H  4.30693  1.40121  -0.66074
H  2.65673  -1.07121  -1.34206
H  4.08328  -1.08719  -0.39955
H  5.17460  -0.17755  -2.24782
H  1.73796  0.68064  0.41291
C  -0.91277  5.30496  -2.74206
C  -0.05172  4.08716  -2.57664
O  -0.37476  3.05512  -3.51513
O  -2.25727  5.08252  -2.30637
H  -0.97532  5.46932  -3.82840
H  -0.45162  6.23547  -2.40551
H  -0.10070  3.72211  -1.54396
H  0.98906  4.30510  -2.82754
H  -0.74335  2.31912  -3.02481
H  -2.57173  5.88735  -1.88683

Below is 2 unconnected molecules or ions with the total composition C2H6NO2 in a non-equilibrium geometry, with properties calculated with wB97M-V/def2-TZVPD.

Calculated values
Total charge ... -1
LUMO ... 4.30 eV
HOMO level ... -3.401 eV
Energy relative to the best compared isomer or geometry (same formula, charge and spin) ... 46.2 kcal/mol
Frontier orbital gap ... 7.697 eV
2S+1 ... 1
F_max ... 0.0867 Eh/bohr

Geometry (Å):
C  0.48608  1.66720  -0.51659
O  1.53321  0.76682  -0.22292
H  -0.33430  1.06059  -0.90604
H  0.14052  2.20747  0.35957
H  0.78867  2.33067  -1.32653
C  -0.84840  -1.91965  0.23027
N  0.02343  -1.21270  0.90559
O  -2.06303  -1.57102  -0.00153
H  -0.62029  -2.61833  -0.61682
H  1.30693  0.03650  0.39973
H  -0.41282  -0.74755  1.69527

Question: Which value of F_max does entry 5 give?
Answer: 0.0867 Eh/bohr